Entry from the OMol25 dataset: an isolated molecule of C4H6N2 at a distorted geometry (ωB97M-V with the def2-TZVPD basis set).

DFT total energy	-265.371369	Eh
HOMO energy	-7.9575	eV
2S+1	1
Kohn-Sham gap	8.897	eV
lowest unoccupied orbital energy	0.94	eV
strongest force on any atom	4.41	eV/A
energy relative to the best compared isomer or geometry (same formula, charge and spin)	431.11	kJ/mol

Each atom is followed by the atoms it is bonded to, with distances in Å.
Atoms and positions in Å:
1 N -0.49 -0.48 -1.48  C2 1.289, C5 1.786, H10 0.993
2 C -1.21 0.56 -1.24  N1 1.289, C3 1.528
3 C -0.95 0.96 0.21  C2 1.528, C4 1.524, H7 1.098, H8 1.097
4 C 0.11 0.04 0.80  C3 1.524, C5 1.448, N6 1.477, H9 1.083
5 C 0.57 -0.96 -0.13  N1 1.786, C4 1.448, N6 1.451, H11 1.117
6 N 1.43 0.18 0.15  C4 1.477, C5 1.451, H12 1.022
7 H -0.61 2.01 0.23  C3 1.098
8 H -1.89 0.93 0.78  C3 1.097
9 H 0.04 -0.19 1.86  C4 1.083
10 H -0.10 -1.05 -2.18  N1 0.993
11 H 0.91 -1.97 0.21  C5 1.117
12 H 2.19 -0.02 0.80  N6 1.022